Record 1
Computed, not measured: C35H29N9O2RbSe2 as an isolated structure, with ωB97M-V with the def2-TZVPD basis set.

Output
* orbital gap: 5.822 eV
* relative energy (zero: lowest compared OMol25 entry of this formula, charge and spin): 83.0 kJ/mol
* E_HOMO: -4.069 eV
* 2S+1: 1
* charge: -1

Geometry (Å):
N1 1.88 -2.96 -3.56
C1 2.82 -4.01 -1.61
H1 -7.40 -2.89 -1.21
C2 -4.83 -1.35 0.40
C3 1.40 2.34 4.21
C4 -6.76 -1.45 1.81
C5 2.06 -4.06 -2.83
H2 2.91 3.79 -1.74
H3 2.94 1.71 0.33
H4 0.22 2.48 0.33
H5 4.07 -2.71 -0.52
C6 2.74 3.84 0.60
H6 3.38 0.17 2.59
N2 -2.89 -0.33 1.24
C7 2.58 1.71 3.82
H7 -3.88 -3.77 0.11
C8 0.24 1.93 3.65
H8 -5.02 -2.36 -1.53
N3 0.88 2.95 -1.63
C9 0.42 3.36 -0.29
N4 1.44 4.12 0.42
C10 4.71 5.07 1.24
H9 -8.51 -2.37 0.95
H10 5.31 1.79 0.91
C11 2.46 -1.78 -3.22
C12 1.38 0.54 2.03
O1 1.48 -0.09 0.87
C13 3.35 5.03 1.01
H11 -0.48 4.05 -0.36
C14 2.52 0.75 2.82
C15 -2.68 -4.51 -1.53
H12 -1.26 1.29 -1.22
C16 -1.17 1.65 -2.24
H13 -3.36 -4.56 -2.34
C17 -1.18 0.74 2.03
C18 3.45 2.69 0.50
C19 -5.42 -1.09 1.62
N5 1.28 5.49 0.54
N6 -1.50 -0.07 1.12
H14 -1.28 0.78 -2.87
H15 -4.92 -0.55 2.41
Se1 1.41 -5.85 -3.34
C20 -1.89 -3.90 0.65
C21 3.28 -1.66 -2.13
C22 -0.62 -4.34 0.33
H16 2.89 -4.89 -0.93
H17 1.34 3.15 4.99
H18 -7.31 -1.04 2.70
C23 -7.46 -2.17 0.83
N7 -0.40 -4.72 -0.91
H19 2.11 -1.00 -3.85
H20 -0.69 2.40 4.03
C24 5.42 3.91 1.18
C25 -2.95 -4.04 -0.25
H21 -2.09 -3.43 1.65
H22 -2.04 1.19 2.55
H23 6.50 3.81 1.46
C26 3.46 -2.80 -1.35
Se2 -0.89 -5.58 -3.56
H24 -1.97 2.40 -2.48
Rb1 0.05 -1.35 -1.01
H25 3.07 2.26 -3.85
C27 4.76 2.70 0.84
C28 2.16 2.33 -3.29
N8 0.97 1.75 -3.47
O2 -2.91 -1.28 -0.83
H26 5.15 6.01 1.41
H27 0.29 -4.22 0.90
C29 2.13 3.11 -2.11
C30 -3.44 -0.92 0.23
C31 -5.54 -2.04 -0.58
C32 0.17 2.14 -2.52
C33 -1.35 -4.88 -1.77
N9 2.35 5.99 1.03
C34 0.16 1.07 2.53
H28 3.48 1.79 4.33
C35 -6.88 -2.46 -0.39
H29 3.87 -0.75 -1.91

Record 2
Computed, not measured: C35H30BrN4PTi as an isolated structure, with ωB97M-V with the def2-TZVPD basis set.

Output
* orbital gap (alpha / beta): 6.513 / 6.569 eV
* relative energy (zero: lowest compared OMol25 entry of this formula, charge and spin): 0.0 kJ/mol
* E_HOMO (alpha / beta): -13.263 / -13.946 eV
* 2S+1: 3
* charge: +2

Geometry (Å):
C1 3.49 2.20 2.73
H1 -4.61 0.79 3.03
H2 -3.59 1.67 0.96
H3 4.56 2.28 2.75
C2 2.58 -3.94 3.17
C3 2.91 1.00 2.29
C4 -0.89 -2.95 -1.83
H4 2.09 -5.38 -1.73
N1 1.07 1.44 -1.78
H5 -0.95 0.91 -4.11
H6 0.82 -0.70 4.42
H7 -2.18 -4.66 -1.96
H8 -3.82 -0.85 -1.49
H9 3.93 2.08 -3.45
H10 3.08 4.22 3.51
C5 2.13 3.24 -3.56
H11 2.50 3.96 -4.28
C6 1.95 -3.11 2.24
C7 -2.95 1.76 -4.23
H12 -5.48 0.88 -2.14
C8 0.84 3.49 -2.95
H13 -0.34 1.79 2.90
H14 -0.31 -6.28 -1.84
C9 2.32 1.31 -2.21
N2 -1.30 -0.80 -2.14
C10 -4.24 1.71 -3.69
H15 -1.17 4.20 -3.41
H16 -2.65 2.41 -5.03
H17 0.19 4.83 -4.45
H18 2.39 -2.89 -1.23
C11 -2.95 -0.54 3.41
P1 0.72 -0.65 1.54
N3 -1.82 -2.06 -2.12
C12 -1.97 0.89 -3.69
C13 -3.57 -0.05 -2.17
C14 1.42 -1.90 2.71
H19 2.17 -2.01 5.96
C15 2.91 2.21 -3.11
N4 0.36 -2.51 -1.46
C16 -0.08 4.55 -3.44
C17 -1.73 -1.01 3.03
C18 2.69 -3.56 4.51
H20 2.02 -3.25 1.17
H21 3.15 -4.29 5.21
C19 1.33 3.16 3.03
C20 -3.00 1.03 1.59
Ti1 0.45 -0.52 -1.08
H22 -3.52 -1.02 4.20
H23 0.69 3.99 3.25
C21 -1.16 -4.35 -1.84
H24 -5.07 2.30 -4.12
C22 2.09 -2.40 4.95
H25 3.54 0.13 2.13
H26 -1.37 0.90 0.21
C23 -3.62 0.46 2.71
C24 -2.29 0.07 -2.63
C25 1.39 -1.58 4.06
C26 0.72 1.94 2.64
C27 -1.07 -0.41 1.93
H27 3.05 -4.86 2.84
C28 1.51 0.86 2.20
C29 2.70 3.29 3.08
H28 0.01 5.48 -2.81
C30 1.22 -4.69 -1.65
Br1 3.19 -0.38 -1.88
C31 -4.53 0.81 -2.66
H29 -1.27 -1.80 3.63
C32 1.42 -3.35 -1.47
C33 0.35 2.56 -2.10
C34 -1.78 0.52 1.16
C35 -0.09 -5.20 -1.79
H30 -0.63 2.63 -1.63

Record 3
Computed, not measured: C35H30Cl3HgNO4PSSi as an isolated structure, with ωB97M-V with the def2-TZVPD basis set.

Output
* orbital gap (alpha / beta): 4.909 / 6.196 eV
* relative energy (zero: lowest compared OMol25 entry of this formula, charge and spin): 93.1 kJ/mol
* E_HOMO (alpha / beta): -0.574 / -1.863 eV
* 2S+1: 2
* charge: -2

Geometry (Å):
O1 1.39 5.43 1.14
C1 0.31 -1.78 0.89
H1 3.68 -2.07 0.24
C2 2.28 -4.98 -1.84
C3 -2.19 -0.59 -3.67
H2 -1.52 -0.30 -0.36
H3 1.74 1.74 3.57
H4 -4.22 -2.93 1.41
C4 -4.52 0.28 0.83
C5 1.93 5.07 -3.46
H5 0.09 -1.70 5.50
C6 4.03 -4.06 -0.49
H6 -0.86 -1.42 -5.13
H7 -5.63 -2.07 0.76
C7 -0.86 -3.57 2.04
H8 3.17 6.08 -2.01
C8 -0.38 -2.98 0.86
C9 -2.39 0.57 2.59
C10 3.53 -5.10 -1.25
N1 0.94 3.70 -1.28
H9 -2.75 -1.48 3.11
C11 1.08 0.19 2.24
O2 -1.69 3.44 0.32
H10 -2.97 -0.37 -4.39
H11 -5.35 0.17 0.14
H12 0.95 -1.85 -3.51
C12 0.95 4.10 -3.63
H13 0.56 3.86 -4.60
C13 2.36 4.83 0.30
H14 0.57 -3.74 -2.15
C14 0.96 0.06 4.66
C15 0.01 -1.43 -3.17
C16 0.11 -1.78 3.34
C17 -3.83 1.48 0.90
H15 -5.43 -2.27 2.50
C18 1.89 4.62 -1.11
C19 1.29 0.75 3.48
C20 -1.37 -0.54 -1.41
C21 0.38 -1.18 4.59
Cl1 4.72 -1.39 -2.87
Cl2 3.85 1.03 -0.82
C22 -3.07 -0.64 2.51
S1 -1.97 3.23 1.74
C23 -0.15 -1.10 -1.82
P1 1.24 -1.12 -0.63
C24 -2.37 -0.28 -2.33
O3 -2.99 4.13 2.26
Hg1 0.55 1.73 0.55
C25 -1.01 -1.18 -4.08
H16 1.18 0.51 5.62
H17 -4.09 2.33 0.28
C26 -4.90 -2.09 1.57
H18 -1.43 -4.49 1.98
H19 -1.56 0.69 3.28
C27 0.50 -1.11 2.14
C28 3.30 -2.90 -0.34
H20 5.01 -4.14 -0.04
C29 2.04 -2.76 -0.93
O4 -0.77 3.17 2.57
C30 1.54 -3.82 -1.69
H21 2.67 3.85 0.70
H22 -0.56 -3.47 -0.08
C31 -4.14 -0.79 1.63
C32 2.41 5.33 -2.19
H23 -0.30 2.70 -2.56
H24 2.32 5.62 -4.31
Cl3 3.85 1.49 -3.99
H25 3.23 5.49 0.31
Si1 3.08 0.01 -2.55
H26 -3.28 0.20 -2.00
H27 1.88 -5.79 -2.43
H28 -0.93 -3.48 4.17
C33 0.48 3.45 -2.50
H29 4.11 -6.01 -1.38
C34 -2.77 1.62 1.78
C35 -0.58 -3.01 3.25
H30 0.65 4.81 1.25

Record 4
Computed, not measured: C35H30ClFeN2O6P as an isolated structure, with ωB97M-V with the def2-TZVPD basis set.

Output
* orbital gap: 6.961 eV
* E_HOMO: -2.491 eV
* 2S+1: 1
* charge: -2

Geometry (Å):
O1 2.01 -1.47 -2.54
C1 -2.43 -0.68 -2.32
C2 2.00 0.22 2.50
H1 1.95 -5.22 0.80
O2 -1.70 3.41 -3.62
O3 -1.01 -2.38 3.71
H2 3.58 0.24 3.97
C3 1.66 4.48 -1.88
H3 -5.21 -0.24 -0.96
C4 2.11 1.85 0.77
C5 -4.18 2.87 1.05
C6 -1.30 2.49 -2.87
C7 1.20 -2.17 -0.42
C8 -4.57 -4.14 1.19
C9 -3.58 0.80 -0.07
H4 2.39 -3.75 -1.20
C10 1.77 -3.43 -0.38
C11 -3.21 -0.19 -4.54
O4 -1.72 2.19 -1.72
H5 -3.48 -2.96 -1.79
C12 1.52 -4.23 0.74
O5 0.69 -0.08 -1.34
H6 -3.87 3.74 1.61
H7 -3.80 0.90 -2.80
Fe1 -0.26 0.00 0.50
H8 4.75 2.16 2.90
H9 -4.31 -3.14 3.07
C13 0.72 -3.75 1.77
H10 0.51 -4.33 2.66
H11 -0.47 1.86 -3.25
H12 1.91 5.54 -1.91
H13 -3.16 -1.20 2.10
C14 -0.67 -1.76 2.69
H14 1.32 5.73 0.41
C15 1.34 -1.15 -1.55
H15 1.52 -0.61 3.01
C16 -3.50 -2.00 1.46
C17 3.29 2.34 1.33
C18 -5.88 1.58 -0.06
C19 -4.92 0.64 -0.41
C20 -3.24 1.93 0.68
C21 -3.23 0.07 -3.18
N1 1.90 3.96 -0.54
H16 -4.64 -4.89 -0.83
C22 0.19 -2.48 1.66
Cl1 -1.61 2.18 1.23
H17 3.78 3.18 0.86
H18 2.12 2.06 -1.36
C23 1.43 0.75 1.34
H19 0.62 4.36 -2.21
C24 -5.50 2.70 0.67
H20 0.55 2.32 -0.66
C25 3.18 0.70 3.06
C26 -3.24 -1.93 0.08
C27 1.05 4.67 0.41
H21 -0.01 4.57 0.16
H22 -6.91 1.43 -0.35
O6 -0.98 -0.58 2.35
P1 -2.32 -0.44 -0.51
H23 -2.38 -1.36 -6.13
H24 1.21 4.27 1.41
N2 0.42 -1.74 0.57
C28 -4.15 -3.10 2.00
C29 -3.66 -2.98 -0.72
H25 -3.81 0.44 -5.20
H26 -0.94 -2.69 -4.61
C30 -1.62 -1.68 -2.85
H27 -6.24 3.44 0.95
C31 -1.60 -1.94 -4.21
H28 2.30 3.95 -2.60
C32 1.62 2.52 -0.50
C33 -4.32 -4.08 -0.18
H29 -0.98 -2.26 -2.20
C34 -2.40 -1.19 -5.06
C35 3.84 1.77 2.48
H30 -5.07 -5.00 1.61

Record 5
Computed, not measured: C35H30ClNPZr as an isolated structure, with ωB97M-V with the def2-TZVPD basis set.

Output
* orbital gap (alpha / beta): 4.001 / 4.002 eV
* E_HOMO (alpha / beta): -8.784 / -8.784 eV
* 2S+1: 1
* charge: +1

Geometry (Å):
C1 -0.95 1.18 4.11
C2 0.31 -1.68 2.52
C3 -3.42 -1.90 -3.54
H1 2.58 -0.21 -1.89
H2 1.71 5.73 0.41
C4 -2.12 -1.53 -3.21
H3 1.76 -2.96 -6.04
H4 -1.63 -1.67 -0.39
C5 3.23 -2.34 -4.53
H5 -0.10 5.34 -2.33
C6 -1.81 0.78 5.12
C7 1.24 -1.99 1.42
C8 3.49 -1.58 -3.37
H6 1.34 1.46 -5.18
C9 -0.46 3.53 1.82
H7 0.54 7.18 2.09
H8 -5.30 -1.25 -4.29
H9 2.33 -2.16 1.49
C10 0.56 3.98 0.95
C11 0.52 -1.99 0.17
C12 -1.75 -0.17 -3.53
C13 1.99 -2.37 -5.17
C14 -2.73 0.85 -3.76
C15 -3.70 0.81 3.56
H10 -4.78 0.65 3.38
H11 -0.56 2.95 -1.58
N1 -0.66 2.16 1.89
C16 -0.79 5.65 2.80
H12 1.75 3.80 -5.98
C17 -1.18 4.33 2.70
H13 4.46 -1.61 -2.89
C18 -1.52 1.47 2.85
Cl1 2.91 0.99 1.02
C19 1.25 3.66 -5.03
H14 0.53 -1.57 3.60
C20 -3.17 0.60 4.84
C21 -1.00 -1.55 1.84
H15 -3.69 -2.94 -3.43
C22 2.49 -0.79 -2.83
H16 0.88 -2.27 -0.84
C23 -2.88 1.22 2.52
C24 0.96 -1.58 -4.68
C25 0.26 2.16 -3.46
H17 4.02 -2.93 -4.95
H18 -2.41 1.91 -3.71
C26 1.27 -0.73 -3.60
H19 -1.97 3.84 3.30
C27 1.01 2.36 -4.64
H20 -4.71 1.18 -4.43
H21 -1.41 0.63 6.12
H22 1.07 3.28 0.28
C28 -4.00 0.42 -4.10
C29 -4.32 -0.93 -4.00
H23 -0.06 -1.54 -5.07
C30 -0.84 -1.66 0.41
C31 0.91 5.33 1.06
C32 0.84 4.71 -4.19
H24 0.13 1.35 4.22
Zr1 0.59 0.37 1.69
C33 0.19 4.50 -2.96
H25 -3.21 1.39 1.49
P1 -0.07 0.41 -3.27
H26 -1.30 6.27 3.52
C34 0.24 6.14 1.99
H27 -1.39 -2.21 -2.73
C35 -0.10 3.20 -2.55
H28 -2.00 -1.42 2.32
H29 1.04 5.72 -4.52
H30 -3.84 0.29 5.65

Record 6
Computed, not measured: C35H30CoF5N5O2S as an isolated structure, with ωB97M-V with the def2-TZVPD basis set.

Output
* orbital gap (alpha / beta): 7.611 / 7.552 eV
* relative energy (zero: lowest compared OMol25 entry of this formula, charge and spin): 8.0 kJ/mol
* E_HOMO (alpha / beta): -7.422 / -7.361 eV
* 2S+1: 2
* charge: 0

Geometry (Å):
H1 7.33 2.18 2.29
H2 -1.69 2.79 3.52
C1 -5.04 -2.99 -2.71
H3 0.13 2.32 -4.63
C2 -3.33 -2.55 -1.03
C3 5.21 1.88 2.49
C4 -3.12 2.85 1.91
S1 -2.62 -2.79 0.54
C5 -2.77 -1.69 -1.96
H4 5.15 2.31 3.48
C6 -4.49 -3.20 -1.46
H5 3.46 -0.65 4.08
C7 -3.28 -1.46 -3.22
C8 0.14 1.68 -1.31
N1 -5.23 2.46 -1.14
H6 -5.92 3.12 -1.48
H7 3.08 -0.84 1.99
F1 -2.69 -0.58 -4.05
F2 -1.63 -1.01 -1.61
C9 -4.43 -2.12 -3.61
C10 -2.06 2.32 2.62
Co1 -0.87 -1.30 0.46
F3 -5.11 -4.05 -0.64
H8 -0.64 0.69 2.67
H9 -0.45 3.39 -2.47
H10 -5.44 1.51 -2.92
C11 1.89 -0.28 0.49
C12 1.22 -1.58 2.52
H11 4.95 -0.78 -1.50
H12 0.77 -2.32 -2.02
H13 -3.20 0.49 -0.49
C13 4.12 0.86 0.60
H14 2.82 0.69 -1.01
C14 0.94 -0.24 -2.55
H15 6.43 0.14 -1.81
C15 1.44 -1.66 -2.57
H16 3.43 -2.09 5.09
N2 2.96 0.39 -0.06
H17 7.42 1.24 0.01
C16 3.21 -1.72 4.09
C17 4.06 1.42 1.88
H18 -3.62 3.76 2.22
C18 5.33 0.80 -0.09
C19 -1.47 1.16 2.15
N3 0.75 -0.36 -0.12
H19 2.43 -1.74 -2.11
N4 -1.89 0.53 1.06
C20 0.62 0.38 -1.34
C21 0.27 1.78 -3.71
C22 -4.72 2.89 0.06
H20 1.35 -2.91 5.63
H21 0.99 0.01 -4.67
C23 -3.57 2.21 0.76
C24 0.76 0.48 -3.73
H22 3.10 1.51 2.38
H23 -3.13 1.32 -3.21
C25 6.42 1.82 1.82
H24 1.52 -2.02 -3.60
H25 4.85 0.84 -2.20
N5 2.13 -0.90 1.67
H26 -1.95 -2.62 2.95
F4 -4.97 -1.90 -4.81
O1 -5.24 3.86 0.59
C26 1.76 -1.97 3.75
C27 5.39 0.22 -1.47
H27 -1.05 -3.30 5.09
C28 6.47 1.29 0.54
C29 -0.05 2.38 -2.50
C30 0.94 -2.60 4.67
C31 -0.40 -2.82 4.37
H28 3.89 -2.22 3.40
F5 -6.15 -3.63 -3.07
C32 -0.12 -1.81 2.15
O2 -3.44 1.92 -2.52
C33 -4.73 1.52 -2.09
H29 -4.71 0.51 -1.66
C34 -0.90 -2.43 3.14
H30 -0.11 2.13 -0.36
C35 -2.92 1.05 0.38